16 unconnected molecules or ions with the total composition C52H149N13O16 at a distorted geometry, computed with the ωB97M-V functional and the def2-TZVPD basis.

Geometry (Å):
O: -0.133 -3.356 -0.530
H: 0.140 -3.315 0.388
H: 0.658 -2.915 -0.999
O: 4.188 1.865 -4.791
H: 4.781 2.228 -4.077
H: 4.388 2.332 -5.614
O: 0.356 -2.871 2.286
H: -0.369 -3.475 2.607
H: 1.107 -2.919 2.881
C: -5.625 0.124 1.642
C: -4.448 -0.862 1.546
C: -3.219 -0.103 1.102
O: -3.500 0.479 -0.169
C: -2.327 1.116 -0.717
N: -4.167 -1.484 2.832
H: -5.624 0.808 0.793
H: -5.594 0.642 2.603
H: -6.555 -0.394 1.675
H: -4.653 -1.653 0.848
H: -2.349 -0.774 0.953
H: -2.989 0.690 1.921
H: -1.795 1.698 0.064
H: -2.670 1.747 -1.529
H: -1.618 0.387 -1.184
H: -5.073 -1.698 3.250
H: -3.738 -0.795 3.537
C: 2.333 -0.580 -6.619
C: 2.847 -1.208 -5.335
C: 2.516 -2.695 -5.168
O: 1.186 -2.784 -4.734
C: 0.934 -4.051 -4.089
N: 4.313 -1.075 -5.268
H: 2.738 -1.208 -7.414
H: 2.610 0.482 -6.566
H: 1.195 -0.545 -6.641
H: 2.438 -0.754 -4.455
H: 3.137 -3.109 -4.384
H: 2.659 -3.298 -6.105
H: 1.400 -4.063 -3.037
H: 1.277 -4.943 -4.706
H: -0.099 -4.147 -3.891
H: 4.696 -0.514 -6.018
H: 4.616 -0.668 -4.392
C: -1.899 -5.965 1.818
C: -2.725 -4.653 1.877
C: -4.195 -5.030 1.969
O: -4.699 -5.298 0.620
C: -5.290 -6.589 0.464
N: -2.223 -3.849 2.941
H: -1.924 -6.443 2.828
H: -0.870 -5.687 1.543
H: -2.418 -6.576 1.043
H: -2.639 -4.087 0.954
H: -4.857 -4.222 2.331
H: -4.375 -5.912 2.587
H: -5.470 -6.786 -0.581
H: -6.103 -6.822 1.159
H: -4.481 -7.258 0.721
H: -2.810 -3.003 2.991
H: -2.281 -4.262 3.896
C: 0.589 3.135 -3.934
C: -0.477 3.293 -2.860
C: -0.370 4.665 -2.149
O: 0.884 4.910 -1.520
C: 1.019 4.168 -0.298
N: -1.885 3.050 -3.157
H: 0.517 3.986 -4.662
H: 0.690 2.259 -4.541
H: 1.583 3.079 -3.507
H: -0.283 2.554 -2.024
H: -1.193 4.660 -1.378
H: -0.593 5.445 -2.925
H: 0.888 3.079 -0.375
H: 0.253 4.493 0.423
H: 1.991 4.511 0.089
H: -2.195 3.652 -3.912
H: -2.083 2.130 -3.474
C: -3.052 -1.617 -5.725
C: -3.637 -0.461 -4.898
C: -3.692 0.860 -5.674
O: -2.392 1.366 -5.948
C: -2.294 2.578 -6.643
N: -4.931 -0.854 -4.433
H: -2.087 -1.319 -6.132
H: -3.622 -1.846 -6.640
H: -2.976 -2.493 -5.110
H: -2.929 -0.305 -4.019
H: -4.304 1.653 -5.094
H: -4.276 0.678 -6.609
H: -1.230 2.949 -6.506
H: -2.969 3.349 -6.178
H: -2.470 2.474 -7.711
H: -5.166 -0.016 -3.809
H: -4.956 -1.712 -3.908
C: 2.899 -4.923 0.483
C: 4.394 -4.890 0.497
C: 5.067 -4.244 -0.747
O: 5.051 -2.855 -0.558
C: 5.971 -2.147 -1.433
N: 4.960 -4.405 1.727
H: 2.327 -4.001 0.652
H: 2.536 -5.728 1.133
H: 2.635 -5.336 -0.482
H: 4.682 -5.935 0.331
H: 4.465 -4.525 -1.604
H: 6.136 -4.740 -0.780
H: 6.833 -2.735 -1.582
H: 6.218 -1.220 -0.856
H: 5.500 -1.900 -2.375
H: 5.107 -3.393 1.580
H: 5.802 -4.875 1.989
C: -3.609 2.510 6.504
C: -3.931 1.028 6.548
C: -2.763 0.130 6.317
O: -2.436 0.224 4.961
C: -1.358 -0.561 4.493
N: -4.460 0.771 7.951
H: -4.564 3.081 6.700
H: -3.086 2.692 5.578
H: -2.931 2.779 7.269
H: -4.702 0.764 5.827
H: -3.110 -0.907 6.439
H: -1.922 0.262 6.984
H: -0.478 -0.384 5.161
H: -1.079 -0.358 3.497
H: -1.515 -1.672 4.574
H: -5.115 1.464 8.171
H: -4.944 -0.087 8.094
C: 1.600 7.032 2.311
C: 2.728 6.811 3.338
C: 3.418 5.477 3.201
O: 2.621 4.408 2.987
C: 3.412 3.261 2.843
N: 3.752 7.777 3.331
H: 1.815 6.724 1.298
H: 1.433 8.104 2.329
H: 0.738 6.414 2.604
H: 2.141 6.825 4.307
H: 4.018 5.319 4.081
H: 4.177 5.555 2.444
H: 2.777 2.355 2.750
H: 3.974 3.095 3.759
H: 4.141 3.335 2.077
H: 3.446 8.734 3.440
H: 4.352 7.628 2.504
C: -5.082 4.449 2.468
C: -3.977 4.377 1.424
C: -2.716 3.768 2.014
O: -2.308 4.661 3.070
C: -1.064 4.245 3.570
N: -4.404 3.559 0.276
H: -5.994 4.960 2.100
H: -4.793 4.947 3.405
H: -5.380 3.414 2.689
H: -3.698 5.387 1.157
H: -1.904 3.706 1.250
H: -2.888 2.742 2.368
H: -0.310 4.298 2.773
H: -1.193 3.251 4.014
H: -0.723 4.943 4.306
H: -4.257 2.548 0.450
H: -3.922 3.858 -0.574
C: -5.190 -4.863 -5.087
C: -4.585 -5.431 -3.786
C: -3.471 -4.578 -3.205
O: -3.918 -3.215 -2.770
C: -3.042 -2.519 -1.891
N: -5.550 -5.667 -2.779
H: -5.711 -3.968 -4.774
H: -5.906 -5.584 -5.492
H: -4.403 -4.529 -5.719
H: -4.158 -6.404 -4.042
H: -2.698 -4.411 -3.961
H: -3.020 -5.150 -2.397
H: -2.102 -2.166 -2.343
H: -2.735 -3.138 -1.023
H: -3.594 -1.653 -1.483
H: -6.462 -6.058 -3.134
H: -5.906 -4.792 -2.406
C: 3.669 -0.568 2.847
C: 3.559 -1.306 4.223
C: 2.554 -0.510 5.093
O: 2.917 0.818 5.250
C: 1.919 1.613 5.841
N: 3.010 -2.642 4.102
H: 4.098 0.405 3.027
H: 2.712 -0.459 2.345
H: 4.414 -1.031 2.194
H: 4.526 -1.332 4.797
H: 2.466 -0.977 6.065
H: 1.619 -0.532 4.556
H: 2.087 2.663 5.506
H: 1.917 1.510 6.930
H: 0.925 1.260 5.538
H: 3.623 -3.376 3.657
H: 2.785 -3.015 5.028
C: 7.719 2.565 -0.849
C: 6.267 2.239 -0.542
C: 5.506 1.916 -1.828
O: 5.266 3.022 -2.683
C: 4.227 3.902 -2.313
N: 6.065 1.132 0.315
H: 7.808 3.021 -1.786
H: 8.328 1.673 -0.906
H: 8.156 3.191 -0.160
H: 5.787 3.105 -0.062
H: 4.597 1.391 -1.501
H: 6.009 1.210 -2.429
H: 3.385 3.339 -1.937
H: 3.910 4.438 -3.175
H: 4.485 4.743 -1.553
H: 6.754 0.956 1.100
H: 5.218 1.282 0.807
C: 2.062 0.516 -2.157
C: 2.311 -0.480 -1.030
C: 1.282 -0.355 0.065
O: 1.317 0.957 0.733
C: 0.441 0.942 1.902
N: 2.271 -1.823 -1.565
H: 1.331 0.121 -2.884
H: 2.979 0.732 -2.748
H: 1.662 1.462 -1.843
H: 3.332 -0.350 -0.582
H: 1.391 -1.081 0.843
H: 0.266 -0.510 -0.375
H: 0.483 -0.076 2.321
H: -0.646 0.941 1.575
H: 0.820 1.680 2.563
H: 2.204 -1.945 -2.593
H: 3.086 -2.348 -1.250

## Properties
gap between HOMO and LUMO: 9.199 eV
E_HOMO: -8.671 eV
net charge: 0
energy above the lowest of the compared OMol25 structures with the same formula, charge and spin: 57.3 kJ/mol